(1)
The following is a DFT calculation (ωB97M-V/def2-TZVPD) of a structure of composition C37H46FN2PrSi.

The calculation puts the gap between HOMO and LUMO (spin up / spin down) at 0.251 / 0.251 Eh. Its spin multiplicity is 3. Its expectation value of S² is 2.007. The electronic energy comes out at -2453.2123 Eh. As for the lowest unoccupied orbital energy (spin up / spin down): -0.032 / 0.003 eV.

Geometry as XYZ:
```
88
C37H46FN2PrSi (ωB97M-V/def2-TZVPD)
Pr 0.2582 0.3802 -0.3261
C 0.5155 0.5847 -3.7898
C 1.7695 -0.0588 -4.3917
C 2.8927 0.9621 -4.5745
C 2.2267 -1.3498 -3.7013
C 2.4447 -2.4544 -4.5549
C 2.7836 -3.7023 -4.0548
C 2.8769 -3.8790 -2.6830
C 2.6694 -2.8092 -1.7836
C 2.7149 -3.1762 -0.2951
C 1.5075 -2.7025 0.5215
C 4.0336 -2.8029 0.3826
C 2.4151 -1.4982 -2.2924
N 2.2828 -0.4401 -1.4564
C 3.3851 0.2930 -1.1538
C 4.6962 0.0781 -1.6230
C 5.7635 0.9030 -1.2427
C 5.5500 1.9721 -0.3777
C 4.2673 2.2104 0.1032
C 3.2156 1.3784 -0.2861
F 1.9885 1.6324 0.1946
H 0.1106 1.3353 -4.4784
H 0.7149 1.1002 -2.8464
H -0.2664 -0.1621 -3.6144
H 1.4630 -0.3420 -5.4095
H 3.1442 1.4740 -3.6435
H 2.5877 1.7358 -5.2884
H 3.8017 0.4903 -4.9628
H 2.3362 -2.3388 -5.6293
H 2.9433 -4.5371 -4.7270
H 3.1039 -4.8705 -2.3026
H 2.6600 -4.2735 -0.2432
H 1.5324 -1.6299 0.7315
H 1.4863 -3.2123 1.4917
H 0.5682 -2.9296 0.0056
H 4.1104 -1.7319 0.5802
H 4.8937 -3.1020 -0.2260
H 4.1176 -3.3099 1.3506
H 4.8936 -0.7502 -2.3005
H 6.7557 0.6978 -1.6306
H 6.3741 2.6114 -0.0824
H 4.0642 3.0323 0.7777
C -0.4867 2.1764 1.2272
Si -1.9674 1.7648 1.8845
C -2.8499 0.9476 0.4220
N -2.1122 -0.0444 -0.0569
C -2.1213 -1.4379 0.6563
C -2.9446 -2.6240 0.0645
C -4.2528 -2.0567 -0.4666
C -3.9615 -1.0707 -1.6184
C -2.5178 -0.5066 -1.5497
C -1.8711 0.6542 3.3703
C -0.6378 0.2993 3.9290
C -0.5956 -0.5204 5.0685
C -1.7809 -0.9802 5.6381
C -3.0197 -0.6269 5.0832
C -3.0569 0.1918 3.9495
C -2.8343 3.2967 2.4509
C -4.0375 3.7072 1.8588
C -4.6791 4.8698 2.3025
C -4.1210 5.6223 3.3411
C -2.9210 5.2156 3.9346
C -2.2794 4.0564 3.4907
H 0.4926 2.7029 1.8507
H -0.4873 3.0339 0.4841
H -2.9225 1.7489 -0.3399
H -3.8732 0.6377 0.7030
H -2.5606 -1.2202 1.6455
H -1.0847 -1.7953 0.8471
H -3.1151 -3.3875 0.8544
H -2.4038 -3.1212 -0.7699
H -4.7311 -1.5190 0.3808
H -4.9673 -2.8367 -0.8061
H -4.7271 -0.2665 -1.5805
H -4.0529 -1.5795 -2.6016
H -2.4144 0.3648 -2.2334
H -1.8154 -1.2770 -1.9611
H 0.2903 0.6497 3.5031
H 0.3534 -0.7921 5.5044
H -1.7529 -1.6151 6.5219
H -3.9343 -0.9864 5.5267
H -4.0205 0.4640 3.5309
H -4.4844 3.1359 1.0557
H -5.6056 5.1831 1.8461
H -4.6168 6.5213 3.6839
H -2.4905 5.8004 4.7371
H -1.3515 3.7524 3.9591
H -0.3283 -1.3411 -1.4897
```

(2)
The following is a DFT calculation (ωB97M-V/def2-TZVPD) of a cluster of 9 separate species, C35H68FN11O11 in total.

The calculation puts the gap between HOMO and LUMO at 0.337 Eh. The SMILES is CCOC(=O)CCC[C@@](F)(C#N)[C@@H](C#N)OC#N.CNC(C)=O.CNC(C)=O.CNC(C)=O.CNC(C)=O.CNC(C)=O.CNC(C)=O.CNC(C)=O.CNC(C)=O. The electronic energy comes out at -2904.2865 Eh. As for the lowest unoccupied orbital energy: 0.256 eV.

Geometry as XYZ:
```
126
C35H68FN11O11 (ωB97M-V/def2-TZVPD)
C -0.2816 -0.5989 0.1402
C 0.8089 -0.6769 -0.9300
O 0.5173 -1.7174 -1.8841
C 1.5057 -1.9760 -2.7383
O 2.4855 -1.2707 -2.8421
C 1.3374 -3.1649 -3.6569
C 0.8950 -4.5058 -3.0389
C 1.9713 -5.1865 -2.1920
C 2.1541 -4.6657 -0.7608
F 3.0265 -3.6136 -0.6914
C 0.8658 -4.3079 -0.1169
N -0.1633 -4.0537 0.3188
C 2.7262 -5.8123 0.1199
C 3.8895 -6.4640 -0.5148
N 4.6412 -7.1324 -1.0659
O 3.0557 -5.3237 1.4400
C 4.2925 -4.9540 1.6100
N 5.3507 -4.5253 1.7556
H -0.4742 -1.5801 0.5673
H -1.1751 -0.1076 -0.2085
H 0.1509 0.0082 0.9373
H 1.7567 -0.8583 -0.4191
H 0.9051 0.2946 -1.4082
H 2.3061 -3.3284 -4.1250
H 0.6234 -2.8760 -4.4319
H 0.7196 -5.1669 -3.8927
H -0.0677 -4.4423 -2.5296
H 1.7542 -6.2536 -2.0993
H 2.9394 -5.0849 -2.6871
H 1.9228 -6.5336 0.2622
C -4.3541 1.1501 2.5642
C -4.0277 0.4104 1.2871
O -2.9491 -0.1370 1.1160
N -4.9844 0.3789 0.3251
C -6.3134 0.9765 0.3531
H -3.4975 1.0886 3.2286
H -4.5663 2.1996 2.3555
H -5.2180 0.7023 3.0567
H -4.7062 -0.1301 -0.4990
H -7.0710 0.2050 0.2350
H -6.4056 1.6889 -0.4669
H -6.4883 1.4934 1.2860
C -0.3934 4.7008 -0.4479
C -0.2817 3.2998 -0.9987
O 0.2795 2.4045 -0.3886
N -0.8406 3.0695 -2.2157
C -1.5406 4.0105 -3.0741
H 0.0928 4.7421 0.5228
H 0.0936 5.4102 -1.1190
H -1.4431 4.9767 -0.3307
H -0.7408 2.1176 -2.5340
H -2.5594 3.6605 -3.2493
H -1.0282 4.0851 -4.0344
H -1.5838 4.9995 -2.6273
C -9.3861 4.4195 0.5520
C -9.3273 3.0145 0.0015
O -8.7922 2.1015 0.6113
N -9.8941 2.7940 -1.2133
C -10.5656 3.7477 -2.0768
H -8.8950 4.4352 1.5197
H -8.8745 5.1149 -0.1146
H -10.4212 4.7393 0.6772
H -9.8227 1.8383 -1.5251
H -11.5957 3.4325 -2.2494
H -10.0526 3.8056 -3.0379
H -10.5752 4.7350 -1.6285
C 1.7917 1.0070 -5.6349
C 0.7852 0.1425 -6.3532
O -0.2696 -0.1942 -5.8380
N 1.0957 -0.2616 -7.6153
C 2.2916 0.0338 -8.3810
H 1.4105 1.2425 -4.6464
H 2.7368 0.4748 -5.5227
H 1.9600 1.9373 -6.1798
H 0.3859 -0.8354 -8.0419
H 2.0261 0.5586 -9.3005
H 2.8050 -0.8925 -8.6442
H 2.9711 0.6563 -7.8098
C -2.6479 9.9292 -1.7309
C -2.0209 8.5795 -1.4753
O -1.9141 7.7379 -2.3590
N -1.5770 8.3258 -0.2219
C -1.6184 9.1874 0.9521
H -2.9517 9.9810 -2.7718
H -3.5251 10.0694 -1.0985
H -1.9324 10.7276 -1.5315
H -1.1697 7.4101 -0.1232
H -0.5993 9.3605 1.3057
H -2.1872 8.7093 1.7467
H -2.0774 10.1420 0.7196
C -2.0010 9.4044 5.6384
C -2.8220 8.5540 4.6996
O -3.1101 8.9291 3.5714
N -3.2353 7.3428 5.1501
C -2.9898 6.7351 6.4452
H -1.7491 10.3335 5.1372
H -2.5668 9.6336 6.5420
H -1.0791 8.8907 5.9136
H -3.7782 6.8248 4.4773
H -2.4539 5.7934 6.3185
H -3.9373 6.5331 6.9466
H -2.3969 7.3902 7.0736
C 4.8866 -9.6552 0.6006
C 5.4761 -11.0330 0.7912
O 5.4374 -11.8862 -0.0802
N 6.0676 -11.2814 1.9896
C 6.1895 -10.3767 3.1182
H 4.4553 -9.5884 -0.3908
H 4.1047 -9.4748 1.3422
H 5.6620 -8.8961 0.6985
H 6.4604 -12.2055 2.0684
H 7.2425 -10.2079 3.3435
H 5.6998 -10.8104 3.9937
H 5.7278 -9.4218 2.8955
C 8.1826 -6.1043 3.1408
C 8.8228 -7.4446 3.4151
O 8.8217 -8.3436 2.5894
N 9.4095 -7.6235 4.6305
C 9.5060 -6.6774 5.7257
H 7.7601 -6.1132 2.1413
H 7.3835 -5.9051 3.8561
H 8.9228 -5.3056 3.2014
H 9.8193 -8.5360 4.7514
H 10.5541 -6.4832 5.9599
H 9.0198 -7.0837 6.6143
H 9.0286 -5.7387 5.4674
```

(3)
The following is a DFT calculation (ωB97M-V/def2-TZVPD) of a structure of composition C53H42AgBrClNP2.

The calculation puts the gap between HOMO and LUMO at 0.156 Eh. Its net charge is -2. The energy above the lowest of the compared OMol25 structures with the same formula, charge and spin comes out at 0.0 kcal/mol. The electronic energy comes out at -5963.4843 Eh. As for the lowest unoccupied orbital energy: 4.026 eV.

Geometry as XYZ:
```
101
C53H42AgBrClNP2 (ωB97M-V/def2-TZVPD)
Ag -0.6905 -0.7178 -0.4299
N 1.9174 0.5020 1.6049
C 1.6344 1.2152 2.7397
C 2.6309 1.3728 3.7231
C 2.3981 2.1272 4.8513
C 1.1681 2.7546 5.0527
C 0.1834 2.5975 4.0944
C 0.3873 1.8391 2.9424
P -0.8926 1.6659 1.6426
C -1.3901 3.4410 1.4772
C -0.6411 4.2117 0.5855
C -0.9369 5.5472 0.3639
C -2.0004 6.1419 1.0286
C -2.7567 5.3900 1.9151
C -2.4548 4.0518 2.1369
C -2.3281 0.9753 2.5441
C -2.2395 0.3666 3.7920
C -3.3537 -0.2327 4.3651
C -4.5707 -0.2268 3.7015
C -4.6660 0.3632 2.4473
C -3.5505 0.9484 1.8706
H 1.1500 0.0413 1.1300
H 2.7425 -0.0807 1.6211
H 3.5804 0.8714 3.5742
H 3.1821 2.2228 5.5943
H 0.9857 3.3485 5.9395
H -0.7780 3.0817 4.2331
H 0.1771 3.7536 0.0442
H -0.3548 6.1136 -0.3517
H -2.2456 7.1814 0.8457
H -3.5907 5.8446 2.4377
H -3.0594 3.4762 2.8262
H -1.2893 0.3278 4.3056
H -3.2573 -0.7343 5.3204
H -5.4345 -0.7076 4.1449
H -5.6056 0.3475 1.9078
H -3.6198 1.3780 0.8762
C -1.9141 6.2621 -2.9930
C -0.6211 5.8160 -3.2148
C -0.2971 4.4743 -3.0358
C -1.2602 3.5549 -2.6278
C -2.5549 4.0262 -2.3894
C -2.8853 5.3568 -2.5788
P -0.9431 1.7787 -2.2013
C 0.8584 1.6500 -2.5365
C 1.7220 1.7231 -1.4487
C 3.0968 1.6362 -1.6198
C 3.6234 1.4768 -2.8918
C 2.7699 1.3917 -3.9860
C 1.3965 1.4726 -3.8100
C -1.6069 0.9547 -3.7004
C -2.0445 1.6460 -4.8027
C -2.5147 0.9658 -5.9473
C -2.5122 -0.3974 -5.9754
C -2.0603 -1.1475 -4.8606
C -2.0337 -2.5601 -4.9095
C -1.5783 -3.2605 -3.8293
C -1.1617 -2.5852 -2.6613
C -1.1651 -1.2065 -2.5292
C -1.6129 -0.4813 -3.6819
H -2.1636 7.3078 -3.1286
H 0.1470 6.5138 -3.5288
H 0.7188 4.1443 -3.2122
H -3.3080 3.3297 -2.0347
H -3.8961 5.6953 -2.3836
H 1.3226 1.7922 -0.4462
H 3.7424 1.6460 -0.7503
H 4.6942 1.3830 -3.0277
H 3.1756 1.2367 -4.9790
H 0.7348 1.3796 -4.6627
H -2.0224 2.7279 -4.8148
H -2.8564 1.5345 -6.8051
H -2.8483 -0.9329 -6.8584
H -2.3693 -3.0640 -5.8107
H -1.5452 -4.3452 -3.8609
H -0.8344 -3.1967 -1.8259
Cl 5.3092 -0.6646 1.3713
C 4.2423 -2.0687 1.5807
C 4.4014 -2.8073 2.7333
C 3.6342 -3.9424 2.9678
C 2.6989 -4.2976 1.9761
C 2.5379 -3.5638 0.8351
C 3.2883 -2.3599 0.5420
C 3.0720 -1.6069 -0.5889
H 5.1442 -2.4864 3.4559
H 3.7475 -4.5161 3.8782
H 2.0679 -5.1682 2.1283
H 1.7807 -3.8507 0.1133
H 2.3257 -1.9043 -1.3148
H 3.6731 -0.7269 -0.8016
Br -1.7566 -3.9548 5.5949
C -1.3556 -3.0845 3.9267
C -0.1034 -2.5382 3.7278
C 0.1505 -1.8781 2.5261
C -0.8048 -1.7247 1.5124
C -2.0434 -2.3367 1.7733
C -2.3365 -3.0108 2.9562
H 0.6733 -2.6315 4.4765
H 1.1571 -1.4875 2.3945
H -2.8373 -2.2802 1.0323
H -3.3129 -3.4494 3.1251
```

(4)
The following is a DFT calculation (ωB97M-V/def2-TZVPD) of a structure of composition C23H44InNP3Se.

The calculation puts the gap between HOMO and LUMO (spin up / spin down) at 0.143 / 0.122 Eh. Its net charge is +3. The energy above the lowest of the compared OMol25 structures with the same formula, charge and spin comes out at 9.7 kcal/mol. The electronic energy comes out at -4572.1203 Eh. As for the lowest unoccupied orbital energy (spin up / spin down): -12.427 / -12.997 eV.

Geometry as XYZ:
```
73
C23H44InNP3Se (ωB97M-V/def2-TZVPD)
In -0.0403 -0.2449 0.3821
P 1.3117 -2.6954 0.5296
P 2.3802 0.8793 0.5627
P -1.9954 -1.5894 -0.8007
H -1.0776 6.1457 -4.6484
C -2.1517 6.0581 -4.4665
C -2.7087 6.4313 -3.3107
H -2.1740 7.0100 -2.5639
C 2.3491 -3.3307 -0.8392
C 2.5136 -2.6991 1.9063
C 0.3668 -4.1947 0.9402
C 2.2179 2.6462 0.1289
C 3.1586 0.8986 2.2019
C 3.7489 0.3191 -0.5057
C -3.1404 -0.3732 -1.5406
C -3.0353 -2.5914 0.2890
C -1.6128 -2.7155 -2.1869
H -2.7739 5.6545 -5.2765
H -3.7428 6.1672 -3.1012
H 2.8302 -4.2614 -0.4944
H 3.1050 -2.5796 -1.1138
H 1.6922 -3.5361 -1.6991
H 2.8692 -3.7310 2.0502
H 2.0248 -2.3553 2.8283
H 3.3668 -2.0485 1.6736
H 1.0699 -5.0408 0.9457
H -0.4135 -4.3685 0.1876
H -0.0854 -4.0900 1.9350
H 3.0949 3.1959 0.5065
H 1.3001 3.0345 0.5914
H 2.1408 2.7395 -0.9632
H 4.2192 1.1626 2.1088
H 3.0833 -0.0785 2.6837
H 2.6684 1.6225 2.8561
H 4.6278 0.9536 -0.3205
H 3.4469 0.4020 -1.5575
H 4.0003 -0.7273 -0.2967
H -4.0802 -0.8695 -1.8312
H -2.6649 0.0787 -2.4215
H -3.3501 0.4202 -0.8116
H -3.9341 -2.9310 -0.2363
H -3.3430 -2.0312 1.1748
H -2.4869 -3.4693 0.6366
H -2.5564 -3.1170 -2.5822
H -0.9727 -3.5368 -1.8428
H -1.0836 -2.1548 -2.9675
C 0.0908 1.3223 -3.3053
C -0.4389 2.4393 -2.6342
C -1.0324 3.4733 -3.3570
C -0.9757 3.4518 -4.7546
C -0.4216 2.3719 -5.4247
C 0.1028 1.2869 -4.7258
Se 0.8445 -0.1503 -2.3927
H -0.8548 1.3413 0.0649
H -0.4007 2.4453 -1.5385
H -1.5360 4.2891 -2.8484
H -1.3532 4.2662 -5.3745
H -0.4228 2.4109 -6.5131
H 0.5206 0.4179 -5.2252
C -0.7199 -1.2035 6.9420
C -0.6098 -1.0473 5.4579
C -1.0609 -2.0374 4.5906
C -0.9884 -1.8514 3.2130
N -0.4200 -0.7539 2.6690
C 0.0040 0.2282 3.4978
C -0.0841 0.1067 4.8830
H -1.7610 -1.2625 7.2792
H -0.2236 -2.1176 7.2797
H -0.2557 -0.3683 7.4702
H -1.4911 -2.9672 4.9411
H -1.3828 -2.6156 2.5324
H 0.4275 1.1310 3.0454
H 0.2804 0.9344 5.4874
```

(5)
The following is a DFT calculation (ωB97M-V/def2-TZVPD) of a structure of composition C17H30N5O8P2S2V.

The calculation puts the gap between HOMO and LUMO (spin up / spin down) at 0.278 / 0.311 Eh. Its net charge is -1. The energy above the lowest of the compared OMol25 structures with the same formula, charge and spin comes out at 17.1 kcal/mol. Its spin multiplicity is 4. Its expectation value of S² is 3.759. The electronic energy comes out at -3964.9614 Eh. As for the lowest unoccupied orbital energy (spin up / spin down): 2.558 / 2.556 eV.

Geometry as XYZ:
```
65
C17H30N5O8P2S2V (ωB97M-V/def2-TZVPD)
V -0.0232 0.0606 -0.0809
C 1.8845 -1.8286 -3.3613
C 2.0865 -0.5906 -2.5166
O 1.7306 -0.8778 -1.1492
P 2.8264 -0.9091 0.0963
S 4.2428 0.3929 -0.1106
S 1.5411 -0.8697 1.6238
O 3.4572 -2.3810 -0.0682
C 2.6003 -3.5302 0.0458
C 3.2882 -4.6934 -0.6307
H 2.0871 -1.5996 -4.4095
H 0.8549 -2.1725 -3.2705
H 2.5657 -2.6204 -3.0452
H 1.4360 0.2210 -2.8472
H 3.1219 -0.2465 -2.5361
H 1.6335 -3.3171 -0.4166
H 2.4252 -3.7268 1.1046
H 3.4866 -4.4654 -1.6785
H 2.6513 -5.5787 -0.5833
H 4.2366 -4.9192 -0.1430
C -4.5278 -0.9551 -1.4622
C -3.9097 -1.9916 -2.3927
C -2.7654 -2.7930 -1.7374
C -2.1843 -3.8043 -2.7397
C -0.9975 -4.5858 -2.1879
C -3.3438 -3.5546 -0.5574
O -4.1837 -4.4228 -0.6957
N -2.8840 -3.1986 0.6765
C -1.9004 -2.2337 0.9769
O -1.6482 -2.0119 2.1410
N -1.2783 -1.6373 -0.0772
C -1.6690 -1.8148 -1.3440
O -1.1226 -1.1383 -2.2294
H -5.2920 -0.3680 -1.9697
H -3.7740 -0.2535 -1.0985
H -4.9985 -1.4215 -0.5940
H -3.4894 -1.5034 -3.2733
H -4.6625 -2.7093 -2.7250
H -1.8843 -3.2425 -3.6261
H -2.9896 -4.4841 -3.0227
H -0.1711 -3.9177 -1.9331
H -0.6306 -5.3041 -2.9224
H -1.2712 -5.1424 -1.2885
H -3.3008 -3.6498 1.4775
C 2.8771 2.9985 -2.0436
O 2.2179 3.3096 -0.8202
P 0.8918 2.4837 -0.3827
O -0.1678 2.9640 -1.5010
C -0.5448 4.3379 -1.6430
O 0.5460 3.4034 0.8820
C 0.5359 2.8713 2.2133
H 3.5214 3.8439 -2.2774
H 2.1589 2.8638 -2.8563
H 3.4844 2.0999 -1.9245
H -0.7781 4.5054 -2.6929
H 0.2641 5.0020 -1.3362
H -1.4278 4.5313 -1.0350
H 0.3758 1.7945 2.2131
H -0.2792 3.3562 2.7458
H 1.4869 3.0949 2.6957
N -5.7725 2.3390 -0.4253
C -4.7065 2.4567 0.0145
N -3.5180 2.6993 0.5350
C -2.5568 1.8564 0.4805
N -1.6169 1.1629 0.5178
```

(6)
The following is a DFT calculation (ωB97M-V/def2-TZVPD) of a cluster of 2 separate species, C9H14 in total.

The calculation puts the gap between HOMO and LUMO at 0.371 Eh. The SMILES is Cc1ccccc1.CC. The energy above the lowest of the compared OMol25 structures with the same formula, charge and spin comes out at 19.3 kcal/mol. The electronic energy comes out at -351.2994 Eh. As for the lowest unoccupied orbital energy: 1.035 eV.

Geometry as XYZ:
```
23
C9H14 (ωB97M-V/def2-TZVPD)
C -0.3189 1.3999 -1.9147
C 1.5147 0.2240 1.2311
C 1.0051 0.2368 -0.0386
C 1.1541 1.2588 2.1116
C 0.1989 1.2848 -0.4868
C 0.3150 2.2584 1.6990
C -0.1653 2.3207 0.3826
H 2.1526 -0.5951 1.5353
H 1.3544 -0.5327 -0.7116
H 1.5232 1.2943 3.1282
H 0.1658 3.1641 2.2814
H -0.1464 2.4307 -2.2224
H -1.2776 1.0352 -2.2614
H -0.6983 3.1600 -0.0295
H 0.4294 0.8764 -2.5393
C -1.2714 -2.4244 0.3593
C -0.5307 -2.4739 -0.9938
H -0.7439 -3.0827 1.0753
H -1.1745 -1.5431 1.0014
H -2.2651 -2.8640 0.3172
H -0.6401 -1.5659 -1.5877
H -1.0867 -3.2028 -1.5835
H 0.5055 -2.6595 -0.7532
```